49
Properties=species:S:1:pos:R:3:forces:R:3 method="wB97M-V/def2-TZVPD" smiles="O=S1(=O)OCCO1.O=S1(=O)OCCO1.O=S1(=O)OCCO1.O=S1(=O)OCCO1.ClC(Cl)Cl" orbital_gap_ev=10.869 homo_energy_ha=-0.4081 charge=0 lumo_energy_ev=-0.236
O 3.2779 -5.8667 1.6837 -0.641 0.539 -0.397
S 2.1591 -5.8816 0.8007 -0.175 -0.826 0.334
O 2.1686 -6.8450 -0.2651 -0.515 1.002 0.651
O 0.7907 -5.9897 1.6746 0.710 -0.786 -0.806
C -0.1102 -4.8940 1.4262 1.436 0.699 0.314
C 0.4150 -4.2822 0.1037 -1.135 -0.753 0.656
O 1.8191 -4.4035 0.2621 0.808 -0.494 -0.290
H -1.1228 -5.2785 1.4708 -0.055 0.173 -0.219
H 0.1486 -4.2032 2.2301 -0.732 0.145 0.009
H 0.1983 -3.2300 -0.0398 -0.063 0.019 0.045
H 0.0131 -4.8900 -0.7103 0.414 0.183 -0.342
O 3.7177 4.5308 -3.4882 -0.227 -0.128 0.845
S 3.3494 4.0849 -2.1778 -0.403 -0.007 0.020
O 3.7078 4.8290 -1.0057 -0.223 -0.935 -1.122
O 1.7304 3.8093 -2.1752 0.960 0.622 -0.122
C 1.4738 2.4235 -2.0784 0.129 -0.919 -0.279
C 2.7147 1.7273 -2.6115 0.236 0.856 -0.118
O 3.7646 2.5303 -2.0319 0.253 0.602 0.740
H 1.3542 2.1563 -1.0272 -0.236 0.019 -0.082
H 0.6173 2.1377 -2.6853 -0.193 0.365 0.207
H 2.8840 1.8476 -3.6838 -0.592 -0.451 -0.107
H 2.7719 0.6977 -2.2719 0.334 0.043 -0.003
O -1.8003 0.5833 -1.7353 0.679 -0.102 -0.460
S -1.2521 -0.2480 -2.7533 -1.243 -0.709 -2.087
O -0.3175 -1.2879 -2.4576 -0.375 0.531 0.300
O -2.5470 -0.8338 -3.5719 0.608 0.212 1.318
C -2.4321 -0.6954 -4.9749 0.548 0.028 -0.375
C -1.5260 0.5299 -5.1665 -1.080 -0.217 -0.044
O -0.6529 0.5383 -4.0457 0.322 -0.087 1.231
H -2.0148 -1.6132 -5.3921 0.043 0.066 -0.057
H -3.4200 -0.5058 -5.3868 -0.038 -0.109 0.079
H -2.1580 1.4172 -5.1385 0.237 0.199 -0.086
H -0.9526 0.4746 -6.0854 0.202 0.098 0.100
O 0.7676 4.4535 5.9506 -0.686 -0.642 -0.409
S -0.5509 3.9136 5.9267 -0.788 -0.382 0.581
O -1.5569 4.5381 6.7493 0.750 -0.905 -0.930
O -1.0895 3.7485 4.4070 0.585 0.936 0.630
C -1.8492 2.5715 4.2309 0.181 -0.922 0.866
C -1.2703 1.5761 5.2580 -0.190 -1.442 -0.467
O -0.5189 2.2855 6.2166 0.254 1.740 0.067
H -2.9052 2.6901 4.4719 -0.017 0.526 -0.381
H -1.6670 2.2153 3.2235 -0.257 0.139 -0.104
H -0.6460 0.8073 4.7918 0.400 0.448 -0.087
H -2.0405 0.9706 5.7423 -0.214 0.504 0.211
Cl 0.1710 0.4534 0.7374 0.025 -0.356 0.342
C -1.0754 -0.7180 1.1751 -0.431 0.526 0.425
Cl -2.6270 0.1189 1.4172 0.116 -0.092 0.023
Cl -0.6719 -1.6164 2.6765 0.017 0.310 -0.754
H -1.2396 -1.3770 0.3332 0.262 -0.270 0.133

=====

70
Properties=species:S:1:pos:R:3:forces:R:3 method="wB97M-V/def2-TZVPD" orbital_gap_ev="3.871 / 4.663" spin_multiplicity=6 homo_energy_ha="-0.5470 / -0.5470" charge=+3 lumo_energy_ev="-11.013 / -10.222"
Sm 0.1955 0.2613 0.8588 -0.355 -0.667 0.258
P 0.6595 -2.4022 -0.1253 0.361 -1.177 -1.665
P 2.8686 0.0727 1.8298 0.959 -0.225 0.372
P -2.5505 0.6289 0.3041 -1.810 0.401 -1.252
H 1.8584 2.8000 0.2018 -0.311 -0.056 0.351
C 0.7813 2.8651 0.4139 -0.677 0.615 1.539
C 0.2622 2.9571 1.6879 0.758 0.467 -1.548
H 0.8631 2.9232 2.6002 0.204 0.033 -0.405
C 1.3654 -2.0375 -1.7899 0.109 0.211 0.204
C 1.8168 -3.7546 0.3001 0.019 0.036 0.555
C -0.8077 -3.3071 -0.7665 -0.279 0.179 0.615
C 3.4254 1.5923 2.6831 -0.057 0.181 -0.031
C 3.3163 -1.2804 2.9742 -0.155 -0.115 0.061
C 4.0315 -0.1263 0.4335 -0.168 0.046 -0.202
C -3.2102 2.3107 0.5642 -0.008 0.108 0.564
C -3.9125 -0.5529 0.5405 -0.062 -0.236 0.829
C -2.5280 0.6455 -1.5079 0.607 -0.063 -0.061
H 0.1586 2.9360 -0.4946 0.017 0.125 0.468
H -0.7883 3.1640 1.9061 0.105 -0.153 -0.441
H 1.3811 -2.9962 -2.3333 0.124 0.462 0.034
H 2.3767 -1.6251 -1.6969 -0.199 -0.112 -0.285
H 0.7156 -1.3393 -2.3298 0.295 -0.456 0.119
H 1.7416 -4.5150 -0.4934 0.041 0.242 0.328
H 1.5782 -4.2051 1.2730 0.100 0.004 -0.284
H 2.8430 -3.3656 0.3334 -0.220 -0.140 0.010
H -0.4534 -4.1949 -1.3093 -0.166 0.241 0.174
H -1.3568 -2.6534 -1.4578 0.041 -0.208 0.172
H -1.4649 -3.6026 0.0623 0.049 -0.085 -0.354
H 4.4921 1.7822 2.4797 -0.384 -0.070 0.186
H 3.2653 1.4544 3.7637 0.106 0.189 -0.338
H 2.8352 2.4565 2.3367 0.486 -0.248 0.208
H 4.4076 -1.4423 2.9853 -0.429 0.083 0.004
H 2.8060 -2.2057 2.6637 0.286 0.228 0.177
H 2.9795 -1.0108 3.9871 0.107 -0.178 -0.305
H 5.0541 -0.1796 0.8348 -0.244 -0.005 -0.248
H 3.9459 0.7351 -0.2484 0.162 -0.282 0.164
H 3.7949 -1.0443 -0.1304 0.255 0.330 0.251
H -3.8873 2.6111 -0.2488 0.154 -0.233 0.303
H -2.3744 3.0232 0.5973 -0.360 -0.061 -0.054
H -3.7387 2.3318 1.5246 0.052 0.258 -0.171
H -4.7563 -0.3444 -0.1372 0.414 0.057 0.223
H -4.2558 -0.4874 1.5819 -0.072 -0.230 -0.261
H -3.5373 -1.5720 0.3514 -0.208 0.330 0.067
H -3.5018 0.8727 -1.9631 0.123 -0.094 0.388
H -2.1710 -0.3210 -1.8845 -0.222 0.261 -0.070
H -1.8001 1.3944 -1.8362 -0.421 -0.178 0.013
C -0.6381 1.0721 -4.4671 0.530 0.840 -1.354
C 0.1739 0.5997 -5.5096 -0.239 0.586 0.196
C 0.1971 1.3439 -6.7038 -0.413 0.163 -0.112
C -0.6091 2.5009 -6.8759 0.065 -0.458 0.404
C -1.4836 2.8965 -5.8500 0.103 -0.422 0.195
C -1.5083 2.1593 -4.6467 0.568 -0.005 -0.003
O -0.5045 0.6180 -3.1688 0.674 -0.852 0.890
H 0.1701 -0.0683 -3.0128 -0.393 0.753 -1.315
H 0.8059 -0.2915 -5.3419 -0.290 0.613 -0.293
H 0.8500 1.0122 -7.5223 -0.341 0.207 0.412
H -0.5686 3.0952 -7.8007 0.075 -0.489 0.495
H -2.1281 3.7900 -5.9667 0.491 -0.752 0.079
H -2.1019 2.4657 -3.7782 0.091 0.075 -0.518
Cl -1.9886 1.1045 6.3725 0.134 -0.226 -0.336
C -1.4093 -0.0314 5.2144 -0.120 0.611 -0.010
C -1.3905 -1.3930 5.5159 0.302 -0.025 -0.613
C -0.9165 -2.2702 4.5360 0.030 0.055 -0.165
C -0.4742 -1.7808 3.3079 -0.030 0.441 0.246
N -0.4733 -0.4493 3.0376 -0.569 -0.041 0.590
C -0.9699 0.4220 3.9703 0.389 -1.311 -0.353
H -1.7457 -1.7243 6.4885 0.094 -0.089 -0.194
H -0.8829 -3.3392 4.7065 -0.072 0.061 0.091
H -0.1149 -2.4469 2.5017 -0.194 0.387 0.713
H -1.0133 1.4621 3.6731 -0.012 0.062 0.289

=====

16
Properties=species:S:1:pos:R:3:forces:R:3 method="wB97M-V/def2-TZVPD" orbital_gap_ev="8.954 / 8.081" homo_energy_ha="-0.3305 / -0.3134" charge=0 lumo_energy_ev="-0.039 / -0.446"
C 1.0736 -0.9884 -0.8199 0.260 0.749 0.222
C -0.3386 0.6451 0.2465 -3.814 -2.507 0.351
N 2.0186 -1.9210 -0.4801 -0.090 -0.099 0.076
C -1.4021 0.5067 1.5338 2.514 0.401 -1.958
C 0.2211 1.9159 0.0663 0.899 2.180 -0.026
C -2.4794 0.0437 1.0369 -1.141 -0.660 0.363
O 0.4989 -0.5035 0.3320 0.309 -0.219 0.082
N 0.9123 -0.6059 -2.0161 -0.238 -0.306 -0.063
H 2.3374 -2.4992 -1.2389 -0.058 0.013 0.039
H 1.9216 -2.3576 0.4213 0.001 0.024 -0.065
H 0.1816 0.0826 -2.1392 0.064 0.102 0.136
H -1.0124 0.7452 2.5140 -0.220 -0.029 0.189
H 0.3201 2.5978 0.8982 0.209 -0.033 0.099
H 0.3102 2.3562 -0.9156 0.072 -0.071 -0.076
H -1.1405 0.4415 -0.5601 1.377 0.267 0.454
H -3.4224 -0.4589 1.1208 -0.144 0.188 0.177

=====

88
Properties=species:S:1:pos:R:3:forces:R:3 method="wB97M-V/def2-TZVPD" orbital_gap_ev=4.790 homo_energy_ha=-0.4847 charge=+2 lumo_energy_ev=-8.400
Pb 0.8903 0.5682 -2.3248 0.067 0.104 0.012
C -0.9797 6.3720 -2.6692 -0.042 -0.002 0.009
Si -1.2616 4.6924 -1.9180 0.064 0.015 -0.028
C -2.3027 4.6631 -0.3747 -0.035 -0.011 -0.005
C -1.8443 3.4636 -3.1668 -0.008 -0.010 -0.037
N 0.3898 4.1020 -1.4061 0.004 -0.009 0.032
C 1.2303 4.6107 -0.5849 -0.015 0.000 0.014
C 1.0071 5.8376 0.1786 0.008 -0.020 0.007
C 1.9652 6.3072 1.0178 -0.011 0.010 0.005
C 3.1782 5.5971 1.1443 -0.004 -0.020 -0.014
C 3.4506 4.4116 0.4484 0.027 0.017 0.017
C 2.5036 3.9195 -0.3994 -0.034 0.010 -0.025
H -1.8899 6.6865 -3.1852 -0.002 -0.002 0.004
H -0.1813 6.3438 -3.4128 0.002 -0.004 0.000
H -0.7400 7.1411 -1.9342 0.008 0.010 -0.007
H -3.3565 4.6895 -0.6622 0.002 0.007 0.002
H -2.1255 5.5068 0.2932 0.023 -0.009 0.004
H -2.1395 3.7371 0.1814 0.002 0.002 0.006
H -2.7826 3.8055 -3.6106 -0.001 -0.009 0.004
H -2.0320 2.4856 -2.7202 0.001 -0.013 0.002
H -1.1259 3.3434 -3.9807 0.009 0.012 0.004
H 0.0651 6.3546 0.0597 -0.003 -0.001 -0.001
H 1.8176 7.2142 1.5869 -0.002 0.000 -0.001
H 3.9356 5.9922 1.8120 0.001 -0.001 0.001
H 4.3995 3.9131 0.5859 -0.002 -0.002 -0.005
H 2.6513 3.0186 -0.9803 0.016 0.003 0.005
N 3.1204 -3.2958 -2.8483 -0.004 0.010 0.012
C 2.8936 -1.9765 -2.7512 0.032 -0.011 0.051
N 1.6951 -1.7043 -2.2851 -0.089 -0.047 -0.137
C 1.0791 -2.9414 -2.0750 0.018 0.025 0.060
C -0.1955 -3.2608 -1.6080 -0.035 -0.015 0.013
C -0.5113 -4.5989 -1.5014 0.013 -0.001 -0.013
C 0.4066 -5.6070 -1.8431 -0.003 0.004 -0.004
C 1.6679 -5.3038 -2.3092 -0.002 -0.004 0.009
C 1.9781 -3.9521 -2.4180 0.007 -0.017 0.001
H 3.9701 -3.7199 -3.1825 -0.003 -0.003 -0.010
H 3.6312 -1.2382 -3.0265 -0.008 0.000 -0.017
H -0.9157 -2.4916 -1.3617 0.033 -0.024 0.015
H -1.4991 -4.8851 -1.1634 -0.002 -0.004 0.006
H 0.1115 -6.6431 -1.7495 -0.002 -0.001 -0.001
H 2.3735 -6.0774 -2.5803 -0.001 0.000 -0.003
S 0.8789 1.0364 0.3779 0.047 -0.016 0.075
Sb 0.4629 -0.8088 1.7230 -0.045 -0.056 -0.028
C 0.8532 -0.2470 3.6993 0.003 0.023 -0.018
C -0.0917 -0.4854 4.6911 0.027 -0.003 0.014
C 0.2082 -0.1591 6.0072 -0.004 -0.002 -0.003
C 1.4401 0.3942 6.3224 0.002 0.001 0.004
C 2.3823 0.6261 5.3277 0.003 0.002 -0.002
C 2.0921 0.3065 4.0111 -0.013 0.012 0.004
C 1.7970 -2.3577 1.2554 -0.018 0.045 -0.018
C 1.5415 -3.6740 1.6283 -0.046 0.005 0.038
C 2.4906 -4.6524 1.3737 0.014 0.002 -0.006
C 3.6981 -4.3112 0.7791 -0.008 -0.004 0.009
C 3.9593 -2.9931 0.4317 0.002 0.013 -0.007
C 3.0045 -2.0117 0.6601 0.029 -0.023 -0.005
C -1.5481 -1.3917 1.7030 0.015 0.028 -0.010
C -2.4769 -0.4365 2.1130 -0.024 -0.010 0.009
C -3.8235 -0.7640 2.1530 0.007 -0.003 0.005
C -4.2398 -2.0371 1.7814 -0.001 0.003 -0.006
C -3.3126 -2.9838 1.3714 0.006 -0.004 0.004
C -1.9610 -2.6660 1.3331 0.012 -0.020 -0.037
H -1.0519 -0.9260 4.4527 0.000 -0.002 0.006
H -0.5201 -0.3434 6.7854 0.001 0.001 0.001
H 1.6713 0.6415 7.3498 0.000 0.000 0.000
H 3.3452 1.0490 5.5812 0.001 -0.001 0.002
H 2.8307 0.4842 3.2372 -0.001 0.003 -0.001
H 0.6213 -3.9484 2.1302 0.005 0.009 -0.016
H 2.2925 -5.6775 1.6563 0.006 -0.002 -0.001
H 4.4443 -5.0749 0.6027 0.001 0.001 0.001
H 4.9134 -2.7257 -0.0051 -0.003 -0.003 -0.002
H 3.2036 -0.9830 0.3808 -0.007 0.002 0.002
H -2.1584 0.5584 2.4068 0.002 -0.002 -0.006
H -4.5476 -0.0287 2.4786 -0.002 -0.002 -0.001
H -5.2911 -2.2911 1.8124 0.001 -0.001 -0.001
H -3.6400 -3.9746 1.0854 -0.008 0.001 -0.002
H -1.2470 -3.4103 1.0037 -0.008 0.019 0.007
N -6.1956 -2.2105 -2.8180 -0.009 0.002 0.038
C -5.1431 -1.7565 -2.7476 0.022 -0.007 -0.050
C -3.8188 -1.2014 -2.6524 -0.027 0.002 0.046
C -3.4570 -0.4848 -1.5138 -0.016 -0.012 0.006
C -2.1716 0.0200 -1.4040 0.003 0.016 -0.047
C -1.2326 -0.1812 -2.4133 0.010 0.027 -0.034
C -1.6223 -0.8713 -3.5610 -0.078 -0.052 0.027
C -2.9050 -1.3865 -3.6858 0.066 -0.004 -0.037
H -4.1801 -0.3357 -0.7232 -0.007 -0.001 0.002
H -1.9014 0.5730 -0.5130 0.011 0.014 0.054
H -0.9225 -1.0444 -4.3735 0.002 0.013 -0.003
H -3.1996 -1.9348 -4.5707 -0.002 0.001 -0.001

=====

Asked for maximum force across the records above, the calculation gives 0.04921, 0.04350, 0.08903, 0.00330 Eh/bohr in order.
Asked for energy relative to the best compared isomer or geometry (same formula, charge and spin) across the records above, the calculation gives 0.00, 13.64, 139.16, 0.00 kcal/mol in order.